116
Properties=species:S:1:pos:R:3:forces:R:3 method="wB97M-V/def2-TZVPD" e_lumo_ev=-0.01 e_homo_ev=-9.20 homo_lumo_gap_ev=9.19 multiplicity=1 smiles="CN(C)C=O.CN(C)C=O.CN(C)C=O.CN(C)C=O.CN(C)C=O.BrCCBr.BrCCBr.BrCCBr.BrCCBr.BrCCBr.BrCCBr.BrCCBr"
C -8.138844 4.054107 4.962170 0.00 0.35 0.79
N -8.626317 3.378908 3.774266 -1.23 -0.91 0.07
C -7.812598 3.598553 2.607547 0.84 0.22 -1.19
C -9.703938 2.498584 3.792817 0.00 -0.86 -2.63
O -10.223459 1.942454 2.785292 1.71 1.77 2.92
H -7.207636 3.653063 5.362280 0.38 -0.06 -0.51
H -8.762651 4.061458 5.855991 -0.79 -0.60 -0.42
H -8.030402 5.123759 4.782746 0.31 -0.01 -0.37
H -7.675684 4.652513 2.365604 -0.18 0.25 0.39
H -6.805547 3.196033 2.716785 0.18 -0.06 0.55
H -8.104725 3.167663 1.649898 -0.98 -0.35 0.52
H -10.017922 2.262657 4.821388 -0.22 0.25 -0.12
C 0.221497 5.426711 -5.974603 -0.46 1.42 -1.87
N -0.158356 6.876617 -6.283107 -0.41 -1.61 1.21
C -0.590594 7.249533 -7.668149 0.61 -0.15 0.97
C -0.284495 7.703459 -5.213621 -0.92 3.16 -1.87
O -0.566999 8.919119 -5.370131 0.52 -2.63 1.00
H -0.611930 4.776017 -6.239381 -0.08 -0.06 0.24
H 0.564623 5.233306 -4.958262 -0.20 0.51 -0.07
H 1.025148 5.198247 -6.674641 0.17 -0.24 0.17
H -0.880438 8.295766 -7.765535 0.81 0.14 0.54
H 0.272294 6.988618 -8.280899 -0.35 0.20 -0.48
H -1.508994 6.781279 -8.022253 0.17 -0.87 0.33
H -0.131011 7.230342 -4.231374 0.15 0.12 -0.15
C 6.270745 7.122441 3.186156 -1.77 -1.50 -0.47
N 6.419762 6.722884 1.767510 2.43 2.12 0.29
C 7.533336 7.453477 1.086399 -0.15 -1.20 -0.82
C 5.583405 5.910195 1.073961 -0.66 -0.03 -0.45
O 5.437510 5.804627 -0.142727 0.84 0.26 1.49
H 5.320456 6.678152 3.482208 -0.22 0.06 0.24
H 6.133000 8.192769 3.339496 0.40 0.02 -0.35
H 6.970852 6.685707 3.898350 0.59 0.21 -0.45
H 8.403205 7.672338 1.705699 -0.55 0.01 0.72
H 7.960808 6.762815 0.359509 -0.25 0.06 -0.35
H 7.253570 8.360738 0.550964 -0.36 -0.02 0.18
H 4.995294 5.305098 1.781193 -0.29 -0.01 -0.03
C 1.803702 -1.717316 0.578464 0.47 0.78 -0.48
N 1.156577 -1.339744 -0.708598 0.00 -0.23 0.00
C -0.203196 -0.841340 -0.611000 -0.16 0.44 0.80
C 1.721445 -1.510767 -1.946213 0.57 -0.17 -0.33
O 1.240168 -1.320198 -3.056844 -0.41 0.18 1.30
H 2.813053 -2.107444 0.447696 -0.13 -0.10 -0.47
H 1.273382 -2.414323 1.227347 -0.52 -0.30 -0.65
H 1.940482 -0.844690 1.217155 -0.11 0.37 -0.19
H -0.289120 0.152002 -0.170549 0.68 0.41 0.02
H -0.700397 -0.726922 -1.574215 0.12 -0.76 0.07
H -0.705077 -1.431853 0.155496 -0.53 -0.47 -0.58
H 2.769410 -1.846669 -1.912769 0.02 -0.15 0.49
C 7.880151 1.012471 -5.813517 0.06 0.29 -0.01
N 8.923089 0.795872 -4.803090 -1.60 -0.11 -1.75
C 9.377367 2.005002 -4.214304 1.64 -0.14 1.62
C 9.388859 -0.440217 -4.538872 2.19 1.51 1.53
O 10.350421 -0.585646 -3.751706 -2.11 -0.84 -1.63
H 7.406391 0.094790 -6.162114 0.48 -0.12 -0.11
H 8.314689 1.604127 -6.619255 0.05 -0.38 -0.43
H 7.044752 1.636846 -5.496708 0.07 0.01 0.75
H 10.374555 1.913756 -3.783746 0.19 -0.72 -0.11
H 9.559191 2.817401 -4.917907 -1.06 0.12 -0.01
H 8.787319 2.143040 -3.308273 -0.42 1.12 -0.33
H 8.812426 -1.145461 -5.157385 0.50 -0.73 0.47
Br 9.007882 0.088576 11.778928 -0.34 0.12 -0.38
C 7.908119 0.537261 10.215655 0.85 0.04 -1.25
C 8.696828 0.159119 8.925302 -0.40 -0.04 -0.10
Br 7.493856 0.402633 7.318890 0.55 -0.35 0.97
H 7.680836 1.602778 10.249209 0.11 -0.17 0.09
H 6.980583 -0.034846 10.237241 0.24 -0.02 0.22
H 9.074022 -0.861187 8.994541 -0.68 -0.21 -0.25
H 9.584495 0.706381 8.608037 -0.33 0.62 0.69
Br -10.946228 -7.325364 4.030047 0.75 0.76 -0.66
C -9.606294 -6.380037 2.846782 -0.24 -0.12 0.29
C -8.717308 -5.433169 3.639906 -0.16 -0.31 -0.81
Br -7.390667 -4.763596 2.332695 -0.13 -0.11 0.34
H -10.117676 -5.733026 2.134057 -0.44 -0.52 0.03
H -9.101280 -7.185587 2.313724 0.08 0.20 0.28
H -8.161623 -5.888785 4.459498 -0.26 0.27 -0.06
H -9.327095 -4.558598 3.866614 0.40 -0.16 0.59
Br -4.509174 -9.947975 7.977016 1.04 1.36 -0.28
C -3.091708 -8.507249 7.613537 0.83 -1.52 -0.16
C -2.477252 -8.765730 6.192580 -0.67 0.33 0.77
Br -0.852175 -7.663835 6.058008 -0.52 -0.18 -0.14
H -2.291524 -8.670181 8.335522 -0.09 -0.72 -0.01
H -3.406171 -7.520697 7.954018 -0.77 -0.02 -1.07
H -3.152227 -8.592966 5.354325 0.06 0.67 0.21
H -2.159737 -9.795131 6.026447 0.11 0.08 0.68
Br -6.343396 2.615891 -4.527609 -0.48 -0.58 0.14
C -7.434964 0.962123 -4.610182 0.09 -0.03 0.30
C -6.627203 -0.226565 -4.132067 0.28 0.28 0.14
Br -7.772829 -1.782416 -4.308626 0.14 -0.24 -0.26
H -7.775207 0.887687 -5.643032 0.23 -0.12 0.15
H -8.304516 1.008751 -3.954591 0.07 0.66 -0.12
H -6.416030 -0.208346 -3.062869 -0.04 0.38 -0.16
H -5.675578 -0.328655 -4.653678 -0.29 -0.34 -0.19
Br -3.284893 -8.120752 -3.472808 0.55 1.03 -0.76
C -2.847396 -6.994386 -5.101342 -0.48 -0.43 0.13
C -3.834020 -7.456703 -6.199433 0.38 -0.75 0.86
Br -3.310585 -9.327468 -6.647132 -0.17 0.70 -0.46
H -1.795393 -7.127312 -5.353757 -0.20 -0.65 -0.04
H -2.877298 -5.942230 -4.818190 -0.78 -0.09 0.11
H -3.919901 -6.844211 -7.096980 0.53 -0.13 0.05
H -4.836967 -7.614739 -5.802925 0.18 0.32 0.10
Br -1.082192 1.783903 12.800467 0.05 -0.28 0.26
C -1.407265 1.535198 10.891847 0.36 0.55 0.26
C -0.448924 0.469050 10.338874 -1.08 0.26 -0.66
Br -0.868213 0.254503 8.392584 0.14 0.04 0.66
H -1.291213 2.566798 10.559539 0.45 -0.41 -0.62
H -2.474107 1.334538 10.793490 0.30 -0.58 -0.09
H -0.669507 -0.496063 10.794956 0.14 0.14 -0.10
H 0.620499 0.678848 10.359233 -0.35 0.28 0.28
Br 3.701963 -2.664257 -12.013130 -0.27 -0.67 0.75
C 3.330812 -4.158169 -10.703690 1.09 0.12 -0.80
C 3.111493 -5.413724 -11.532018 -0.64 -0.20 0.69
Br 3.171087 -6.974743 -10.269019 -0.26 0.66 -0.55
H 2.487231 -3.851400 -10.085331 0.06 -0.17 -0.30
H 4.228973 -4.262541 -10.094990 -0.11 0.27 -0.09
H 3.843822 -5.681022 -12.293814 0.06 0.51 0.31
H 2.120632 -5.333108 -11.978995 0.08 -0.52 0.00